No. 1
Entry from the OMol25 dataset: a molecular structure, C22H24AlN2O2 (ωB97M-V/def2-TZVPD).

As for the total energy: -1355.02512 a.u. As for the gap between HOMO and LUMO (alpha / beta): 4.05 / 4.13 eV. The total charge is -1. For the LUMO energy (alpha / beta), the calculation gives 0.1060 / 0.1065 Ha.

XYZ file:
```
51
C22H24AlN2O2, DFT ωB97M-V/def2-TZVPD
C -0.6748 1.3140 -2.2627
C 0.6869 1.0305 -2.4198
C 1.4549 1.8279 -1.5676
C 0.5730 2.7256 -0.7978
C -0.8520 2.2850 -1.1875
Al -0.1075 1.5767 0.4842
N -1.0689 -2.0095 0.1966
C -0.6598 -3.2626 -0.2683
C 0.2886 -1.8405 -0.0122
H 2.5508 1.9407 -1.5726
H 1.0987 0.3336 -3.1676
H 0.7474 3.7113 -0.3920
H -1.6956 2.9592 -1.0395
H -1.4887 0.9848 -2.9288
H 0.6687 -1.2871 -0.8851
H -0.9033 -3.4950 -1.3028
H -1.1837 -1.8532 1.1919
H 0.8045 -1.5870 0.9446
H -0.6283 -3.9511 0.5432
C 4.3231 0.9682 4.0257
C 3.4569 -0.2508 3.8408
C 3.9174 -1.2922 3.0376
C 3.1353 -2.4160 2.8006
C 1.8441 -2.4676 3.3194
C 1.3448 -1.3760 4.0631
N -0.0169 -1.3912 4.3706
C -0.8781 -0.3390 4.7626
C -1.6352 -0.5071 5.9237
C -2.4811 0.4979 6.3732
C -2.6322 1.6804 5.6362
C -1.9579 1.8297 4.4190
C -1.0768 0.8373 3.9714
C -0.6370 0.9095 2.5990
O -1.4850 0.7552 1.5998
O 0.6020 1.2192 2.1771
C 2.1986 -0.3192 4.4503
C 1.7617 0.7273 5.4189
H 3.8050 1.8872 3.7028
H 4.6334 1.1141 5.0742
H 5.2359 0.8745 3.4248
H 4.9087 -1.2045 2.6045
H 3.5197 -3.2450 2.2156
H 1.1901 -3.3344 3.1506
H -0.4432 -2.3172 4.3922
H -1.5360 -1.4432 6.4871
H -3.0367 0.3638 7.2999
H -3.2898 2.4857 5.9830
H -2.1020 2.7054 3.7732
H 1.2559 1.5490 4.8993
H 1.0893 0.3301 6.1858
H 2.6301 1.1451 5.9277
```

Population analysis type natural (NBO), resulting atomic charges in e: C -0.283; C -0.303; C -0.351; C -0.798; C -0.685; Al 1.884; N -0.645; C -0.261; C -0.255; H 0.209; H 0.205; H 0.229; H 0.232; H 0.201; H 0.201; H 0.195; H 0.373; H 0.207; H 0.182; C -0.634; C -0.001; C -0.264; C -0.200; C -0.269; C 0.184; N -0.626; C 0.143; C -0.202; C -0.293; C -0.227; C -0.212; C -0.159; C 0.501; O -0.832; O -0.887; C 0.014; C -0.660; H 0.227; H 0.204; H 0.207; H 0.197; H 0.206; H 0.198; H 0.384; H 0.191; H 0.196; H 0.198; H 0.209; H 0.242; H 0.225; H 0.204


No. 2
Entry from the OMol25 dataset: a molecular structure, C22H24AsCaClF4IN3O2 (ωB97M-V/def2-TZVPD).

As for the total energy: -5238.32549 a.u. As for the gap between HOMO and LUMO: 7.16 eV. The total charge is 0. For the LUMO energy, the calculation gives 0.0018 Ha. The energy above the lowest of the compared OMol25 structures with the same formula, charge and spin is 0.000 eV.

XYZ file:
```
59
C22H24AsCaClF4IN3O2, DFT ωB97M-V/def2-TZVPD
Ca 0.0844 -0.5637 -0.0082
C -2.9962 -1.8116 0.8922
N -2.3796 -1.0001 -0.1553
C -3.0984 0.2621 -0.3000
C -2.3766 -1.7685 -1.4149
C -1.7152 -1.0466 -2.5838
N -0.3579 -0.6698 -2.2139
C 0.4907 -0.2290 -3.1509
C 1.8488 -0.0388 -2.7852
F 2.1975 -0.3386 -1.4905
C 2.8274 0.4168 -3.6294
F 4.0805 0.5522 -3.1464
C 2.5551 0.7447 -4.9449
C 1.2405 0.5780 -5.3415
F 0.8992 0.8904 -6.6027
C 0.2461 0.1164 -4.5028
F -1.0064 0.0405 -5.0077
H -4.0207 -2.1024 0.6209
H -3.0281 -1.2514 1.8264
H -2.4070 -2.7156 1.0501
H -4.1294 0.1085 -0.6501
H -2.5869 0.9151 -1.0070
H -3.1351 0.7646 0.6675
H -3.4069 -2.0306 -1.7004
H -1.8278 -2.6939 -1.2205
H -2.3252 -0.1865 -2.8856
H -1.7356 -1.7390 -3.4318
H 3.3160 1.1006 -5.6209
Cl -0.6288 -3.2790 6.5743
C -0.2378 -2.9894 4.8991
C 0.3788 -3.9634 4.1721
C 0.7009 -3.7627 2.8200
I 1.6253 -5.2925 1.7585
C 0.4127 -2.5839 2.1385
O 0.6807 -2.3819 0.8956
C -0.2256 -1.5477 2.9416
N -0.4807 -0.3647 2.3137
C -1.0389 0.6126 2.9843
C -1.4201 0.4976 4.3312
C -1.1797 -0.6785 4.9818
C -0.5549 -1.7467 4.3026
H 0.6217 -4.9050 4.6451
H -1.1919 1.5393 2.4399
H -1.8902 1.3309 4.8349
H -1.4552 -0.8046 6.0201
C 1.2122 3.3576 -1.8937
As 1.7342 2.6792 -0.1838
C 3.5946 2.2410 -0.2171
C 1.5857 4.1316 1.0565
O 0.7177 1.4577 0.3063
H 1.8774 4.1655 -2.1950
H 0.1926 3.7277 -1.7988
H 1.2439 2.5523 -2.6271
H 4.1225 3.0551 -0.7130
H 3.7627 1.3113 -0.7522
H 3.9375 2.1512 0.8122
H 2.1826 4.9832 0.7337
H 1.9293 3.7860 2.0300
H 0.5375 4.4165 1.1261
```

Population analysis type natural (NBO), resulting atomic charges in e: Ca 1.797; C -0.419; N -0.503; C -0.430; C -0.236; C -0.239; N -0.830; C 0.179; C 0.197; F -0.352; C 0.351; F -0.323; C -0.432; C 0.365; F -0.311; C 0.204; F -0.321; H 0.176; H 0.205; H 0.217; H 0.180; H 0.208; H 0.202; H 0.178; H 0.211; H 0.175; H 0.196; H 0.246; Cl -0.019; C -0.102; C -0.209; C -0.291; I 0.144; C 0.409; O -0.881; C 0.053; N -0.507; C 0.047; C -0.275; C -0.140; C -0.037; H 0.238; H 0.196; H 0.222; H 0.231; C -1.004; As 2.000; C -1.002; C -1.000; O -1.250; H 0.244; H 0.250; H 0.271; H 0.245; H 0.280; H 0.250; H 0.243; H 0.252; H 0.250


No. 3
Entry from the OMol25 dataset: a molecular structure, C22H24AsClI2O2PZr (ωB97M-V/def2-TZVPD).

As for the total energy: -4682.03359 a.u. As for the gap between HOMO and LUMO: 4.71 eV. The total charge is +3. For the LUMO energy, the calculation gives -0.4246 Ha.

XYZ file:
```
54
C22H24AsClI2O2PZr, DFT ωB97M-V/def2-TZVPD
I 5.5702 1.8611 -2.5848
I 5.4913 -0.8575 -3.2750
Zr 0.0420 0.9354 -1.1836
P -0.7427 0.6186 -3.8460
C 0.3752 0.3712 -5.2641
C -1.8055 -0.8573 -4.0545
H -2.6653 2.1087 -3.9001
H -2.1635 1.6341 -5.5567
H -1.2369 2.8678 -4.6316
C -1.8085 1.9335 -4.5575
H -2.5441 -0.8829 -3.2400
H -2.3164 -0.8194 -5.0263
H -0.2142 0.2938 -6.1877
H 0.9546 -0.5449 -5.1208
H -1.1850 -1.7621 -4.0001
H 1.0652 1.2190 -5.3431
C 1.7388 0.8179 -2.5350
O 2.7058 0.6656 -3.1588
Cl -1.5333 2.6830 -1.1372
O -0.5486 -0.7407 -0.2560
As -0.1847 -0.5585 1.5142
C 0.5838 1.2118 1.3382
C 1.6759 1.4166 0.4286
C 2.0413 2.7401 0.0739
C 1.4722 3.7976 0.7768
C 0.4369 3.5917 1.6878
C -0.0448 2.3110 1.9602
C -1.9017 -0.7300 2.3681
C -2.0791 -1.7050 3.3565
C -3.3096 -1.8263 4.0051
C -4.3551 -0.9349 3.6861
C -4.1628 0.0492 2.7059
C -2.9467 0.1468 2.0243
C 1.1847 -1.8144 1.9840
C 2.3580 -1.3442 2.6016
C 3.2896 -2.2691 3.0905
C 3.0723 -3.6398 2.9400
C 1.9315 -4.0994 2.2644
C 0.9909 -3.1807 1.7746
H 2.2684 0.5522 0.0921
H 2.8594 2.8843 -0.6348
H 1.8808 4.8061 0.6605
H 0.0082 4.4479 2.2112
H -0.8761 2.1271 2.6465
H -1.2359 -2.3627 3.5945
H -3.4632 -2.6061 4.7511
H -5.3082 -1.0072 4.2106
H -4.9618 0.7656 2.4706
H -2.7779 0.9152 1.2568
H 2.5192 -0.2737 2.6956
H 4.1873 -1.9118 3.6044
H 3.7873 -4.3587 3.3529
H 1.7735 -5.1673 2.1346
H 0.1072 -3.5181 1.2318
```

Population analysis type natural (NBO), resulting atomic charges in e: I -0.003; I 0.067; Zr 1.779; P 0.886; C -0.928; C -0.914; H 0.265; H 0.282; H 0.265; C -0.904; H 0.260; H 0.287; H 0.289; H 0.257; H 0.264; H 0.256; C 0.392; O -0.263; Cl -0.314; O -1.078; As 1.892; C -0.479; C -0.465; C -0.145; C -0.131; C -0.132; C -0.047; C -0.324; C -0.207; C -0.177; C -0.118; C -0.178; C -0.236; C -0.351; C -0.225; C -0.186; C -0.125; C -0.175; C -0.221; H 0.303; H 0.278; H 0.283; H 0.279; H 0.263; H 0.243; H 0.263; H 0.262; H 0.256; H 0.215; H 0.220; H 0.259; H 0.262; H 0.260; H 0.241


No. 4
Entry from the OMol25 dataset: a molecular structure, C22H24BN7Zn (ωB97M-V/def2-TZVPD).

As for the total energy: -3040.16316 a.u. As for the gap between HOMO and LUMO: 6.27 eV. The total charge is 0. For the LUMO energy, the calculation gives -0.0013 Ha. The energy above the lowest of the compared OMol25 structures with the same formula, charge and spin is 3.647 eV.

XYZ file:
```
55
C22H24BN7Zn, DFT ωB97M-V/def2-TZVPD
H 0.0163 -0.5631 2.8954
N -1.2350 -0.9185 1.2095
B -3.1588 -1.6154 -0.2920
N -2.4917 -1.4762 1.1007
C -2.9297 -1.8861 2.3030
Zn -0.0839 -0.5162 -0.8080
H -3.8980 -2.3613 2.3885
C -1.9483 -1.5790 3.2371
H -1.9665 -1.7832 4.2920
C -0.9167 -0.9577 2.5125
H -4.2497 -2.0982 -0.2269
C 1.1548 -0.2152 -2.1975
H 2.1815 0.1393 -2.1315
H 0.5368 0.6762 -2.3721
H 1.0670 -0.9066 -3.0346
N -2.1762 -2.4882 -1.1178
N -3.1615 -0.2201 -0.9678
N -0.8310 -2.1052 -1.2493
N -1.9708 0.4248 -1.2582
C -2.3820 -3.6469 -1.7614
C -4.1987 0.5047 -1.4207
H -3.3705 -4.0848 -1.7681
H -5.2071 0.1407 -1.2842
C -1.1725 -4.0554 -2.3295
C -3.6924 1.6507 -2.0235
C -0.2350 -3.0779 -1.9850
C -2.2966 1.5655 -1.8938
H -0.9933 -4.9330 -2.9211
H -4.2495 2.4359 -2.4972
H 0.8146 -3.0082 -2.2488
H -1.5496 2.2801 -2.2195
H 1.2101 -1.0307 -0.9784
C 3.4500 -0.7282 3.6687
C 2.9392 -1.5810 2.6807
C 2.2134 -1.0681 1.6097
C 1.9770 0.3319 1.5078
C 2.5189 1.1822 2.5119
C 3.2388 0.6544 3.5771
N 1.2142 0.8598 0.4952
C 1.5390 2.0925 -0.0425
C 0.5108 2.9517 -0.5141
C 0.8165 4.0663 -1.2875
C 2.1541 4.3936 -1.5570
C 3.1847 3.6100 -1.0236
C 2.8894 2.4908 -0.2516
H 4.0153 -1.1395 4.5066
H 3.1090 -2.6579 2.7393
H 1.8154 -1.7297 0.8361
H 2.3624 2.2586 2.4192
H 3.6381 1.3329 4.3321
H -0.5219 2.6964 -0.2707
H 0.0075 4.6844 -1.6823
H 2.3921 5.2634 -2.1718
H 4.2299 3.8662 -1.2036
H 3.6901 1.8787 0.1684
```

Population analysis type natural (NBO), resulting atomic charges in e: H 0.238; N -0.388; B 0.547; N -0.339; C -0.011; Zn 1.719; H 0.218; C -0.361; H 0.228; C -0.013; H -0.028; C -0.968; H 0.274; H 0.273; H 0.235; N -0.292; N -0.313; N -0.534; N -0.439; C 0.031; C 0.009; H 0.234; H 0.228; C -0.352; C -0.355; C -0.011; C -0.023; H 0.237; H 0.233; H 0.219; H 0.228; H 0.147; C -0.285; C -0.213; C -0.241; C 0.154; C -0.280; C -0.192; N -0.837; C 0.274; C -0.337; C -0.196; C -0.282; C -0.199; C -0.313; H 0.209; H 0.208; H 0.171; H 0.219; H 0.210; H 0.218; H 0.205; H 0.208; H 0.210; H 0.221


Respective largest force on an atom values: 4.53; 1.40; 7.54; 8.89 eV/A.